Record 1
The following is a quantum chemistry calculation of a structure of composition C36H33Cl2I2N4O2PtTe in a non-equilibrium geometry, from the Open Molecules 2025 dataset.

Its orbital gap (spin up / spin down) is 4.9 / 4.8 eV. The energy above the lowest of the compared OMol25 structures with the same formula, charge and spin comes out at 286.7 kJ/mol. The net charge is +2. The maximum force comes out at 3.0 eV Å⁻¹. The LUMO energy (spin up / spin down) comes out at -7.839 / -7.848 eV. The value obtained for the total energy is -3663.53533 a.u. Its spin multiplicity is 2.

Positions of all 81 atoms, in Å:
1 Pt -1.17030 1.25127 -1.95624
2 I 1.08200 1.16457 -4.37034
3 I -1.94650 3.13767 -4.08304
4 Te 0.55660 -0.53153 1.13976
5 Cl -3.28990 -1.30643 2.11986
6 Cl -4.12050 3.47977 4.34296
7 O -2.38060 0.24787 -0.16804
8 O 2.46600 0.84567 0.20466
9 N 0.48160 0.90977 -0.76104
10 N -2.05220 2.94827 -0.31404
11 N -1.97800 -0.29413 -3.31994
12 N -1.87920 -2.04773 -4.61524
13 C -3.67880 1.17027 3.06696
14 C 2.65050 -4.27083 0.31516
15 C 1.19490 3.52907 -1.83504
16 C 1.61780 4.67417 -2.47964
17 C -1.16110 -2.60123 -0.62934
18 C -2.72490 4.57217 1.83526
19 C -0.54590 -3.01633 4.68276
20 C 3.45120 -2.15773 1.36796
21 C 2.97330 4.95617 -2.57694
22 C 0.47350 -4.48733 -0.64754
23 C -1.91920 4.25697 -0.38724
24 C -0.38110 -2.56133 3.38136
25 C -2.69240 0.95607 0.81606
26 C 0.36170 -1.41883 3.16556
27 C 3.48160 2.92417 -1.39434
28 C 0.04020 -2.32363 5.72986
29 C -3.05410 -1.41933 -4.89594
30 C 2.12250 2.64107 -1.29884
31 C 1.80940 0.49807 3.91656
32 C -3.21720 0.38897 2.02306
33 C 1.96140 -6.49333 -0.63404
34 C 0.96800 -0.70773 4.19396
35 C -3.55380 2.54897 3.03436
36 C 2.39360 -2.95023 0.67116
37 C 1.14130 -2.41513 0.35906
38 C 1.67430 1.41127 -0.59494
39 C -3.11060 -0.32923 -4.07734
40 C 0.80540 -1.19483 5.48806
41 C 0.18120 -3.17443 -0.31474
42 C 3.89740 4.08547 -2.02244
43 C -2.20610 5.10817 0.68116
44 C -0.19940 2.63367 -5.26814
45 C -2.55990 2.40397 0.80066
46 C -2.95510 3.18837 1.91036
47 C -1.25720 -1.34523 -3.65914
48 C 1.69590 -5.06263 -0.31844
49 H -1.07160 -1.55413 -0.93254
50 H 2.86880 -6.59723 -1.22404
51 H -1.64660 -3.17083 -1.41884
52 H 3.61880 -4.69223 0.55026
53 H -1.57330 4.67347 -1.32404
54 H 1.13330 -6.92753 -1.18554
55 H -0.55230 2.24707 -6.22114
56 H 0.13780 3.31577 -1.70164
57 H 1.23340 1.26697 3.39316
58 H 4.94820 4.31087 -2.08114
59 H 4.43040 -2.41483 0.96636
60 H -0.30110 -1.60273 -3.24424
61 H 0.37970 3.54017 -5.41254
62 H -1.80410 -2.63633 0.25146
63 H -3.89550 0.39647 -3.98514
64 H 3.28360 -1.08693 1.23806
65 H -2.02190 6.16597 0.58986
66 H 1.29180 -0.67633 6.30266
67 H -4.13610 0.69817 3.92166
68 H -0.82320 -3.10263 2.55766
69 H 3.46870 -2.39253 2.43396
70 H -3.73540 -1.76633 -5.64404
71 H -2.97250 5.19947 2.67566
72 H 3.30190 5.85147 -3.08124
73 H -0.28200 -5.08083 -1.14354
74 H 2.09870 -7.06393 0.28346
75 H 2.65530 0.22867 3.28016
76 H -1.13100 -3.90683 4.86426
77 H 4.19360 2.23357 -0.97074
78 H 2.19690 0.92567 4.83686
79 H -0.09260 -2.66943 6.74396
80 H 0.88930 5.35737 -2.89074
81 H -1.53850 -2.89213 -5.05284


Record 2
The following is a quantum chemistry calculation of the molecule C21H23Cl2N3O2, from the Open Molecules 2025 dataset.

The SMILES is Cc1ccc(C(=O)NNC(=O)C2CCN(Cc3ccc(Cl)c(Cl)c3)CC2)cc1. Its orbital gap is 9.0 eV. The energy above the lowest of the compared OMol25 structures with the same formula, charge and spin comes out at 0.0 kJ/mol. The maximum force comes out at 0.9 eV Å⁻¹. The LUMO energy comes out at 0.577 eV. The value obtained for the total energy is -2049.18984 a.u.

Positions of all 51 atoms, in Å:
1 Cl -4.58126 -0.12990 -7.90197
2 Cl -4.76775 2.05488 -5.66029
3 O 3.43666 -1.39606 2.49487
4 O -0.43222 0.66316 0.83852
5 N 1.80983 0.10333 2.17176
6 N -2.98634 -0.55195 -1.44326
7 N 1.01858 -0.86716 1.56124
8 C -0.70293 -1.55568 -1.31314
9 C 3.86043 0.85590 3.17484
10 C -4.03868 -1.86124 -5.90689
11 C 3.05430 -0.24015 2.59223
12 C 5.24246 0.68657 3.22060
13 C -1.59931 -0.42985 -1.84669
14 C -4.41110 0.41856 -5.25264
15 C 4.12394 2.99856 4.22988
16 C -3.91746 -1.24300 -3.58209
17 C -0.80439 -1.67059 0.21713
18 C -4.20949 0.06977 -3.92911
19 C -2.27978 -1.72657 0.64208
20 C -0.08797 -0.50517 0.87521
21 C -3.83178 -2.20193 -4.58218
22 C 6.38090 3.89903 4.85773
23 C 6.05287 1.66973 3.75061
24 C -3.08396 -0.58817 0.00061
25 C -3.71664 -1.59848 -2.13220
26 C -4.32852 -0.55049 -6.24922
27 C 3.30553 2.02305 3.69428
28 C 5.50580 2.84227 4.25995
29 H 0.33132 -1.36612 -1.60627
30 H 7.36041 3.90498 4.38564
31 H -1.00387 -2.50834 -1.75467
32 H 5.92977 4.88296 4.75391
33 H 2.23541 2.16734 3.70850
34 H -0.30881 -2.59443 0.53687
35 H 1.46131 -1.77899 1.57828
36 H 6.52162 3.70358 5.92138
37 H -2.35515 -1.65887 1.72869
38 H 1.45473 1.04056 2.03310
39 H -4.70188 -1.67527 -1.65869
40 H -1.23698 0.52578 -1.46046
41 H 5.66133 -0.22843 2.82992
42 H -3.60340 -3.22686 -4.32979
43 H -2.70087 0.36518 0.37127
44 H -4.26355 0.81816 -3.15501
45 H 3.68374 3.89872 4.63444
46 H -2.69438 -2.68981 0.33498
47 H -3.97327 -2.60730 -6.68297
48 H -3.24338 -2.59197 -2.06862
49 H -4.13641 -0.67226 0.28240
50 H -1.55303 -0.40476 -2.93782
51 H 7.12359 1.52773 3.77303


Record 3
The following is a quantum chemistry calculation of a cluster of 5 separate species, C9H28O9 in total in a non-equilibrium geometry, from the Open Molecules 2025 dataset.

The SMILES is OCCO.OCCO.OCCO.OCCO.CO. Its orbital gap is 10.2 eV. The energy above the lowest of the compared OMol25 structures with the same formula, charge and spin comes out at 252.2 kJ/mol. The maximum force comes out at 2.7 eV Å⁻¹. The LUMO energy comes out at 0.328 eV. The value obtained for the total energy is -1036.68691 a.u.

Positions of all 46 atoms, in Å:
1 O -2.47234 -2.38638 -4.30249
2 O -1.85461 1.57152 3.34718
3 O -1.08233 -4.30319 6.09645
4 O -3.89314 3.79557 2.96921
5 O 1.83979 -1.44487 -0.81178
6 O -2.90021 -5.69981 7.60136
7 O 5.82458 4.98643 -5.03185
8 O 6.79529 4.66418 -2.23641
9 O -3.76955 0.80214 -5.41764
10 C 3.02105 -1.85764 -1.50377
11 C -2.93502 -0.37686 -5.48232
12 C -1.83075 2.58806 2.41908
13 C -2.82608 -6.09673 6.21057
14 C -1.54322 -5.57187 5.54593
15 C -3.40273 -1.29911 -4.33411
16 C -2.49463 3.91807 2.94326
17 C 5.55012 4.14680 -2.57820
18 C 5.49006 3.87341 -4.17785
19 H -3.44962 -0.67981 -3.43836
20 H -1.20596 -3.57933 5.47811
21 H -1.87990 -0.11386 -5.55754
22 H -2.07120 4.15382 3.91959
23 H -3.15759 -0.78563 -6.46795
24 H 5.50586 3.13868 -2.16609
25 H 6.78330 4.94774 -5.00098
26 H -2.24838 2.24229 1.47350
27 H -0.77054 2.70698 2.19567
28 H 6.28377 3.16578 -4.41740
29 H -1.80519 -5.47123 4.49268
30 H -3.30877 1.49070 -4.93270
31 H -4.41052 -1.55948 -4.65766
32 H -0.68551 -6.23887 5.63277
33 H -1.71030 1.92866 4.22652
34 H 2.07292 -1.25456 0.09983
35 H -2.14397 4.69082 2.25916
36 H -3.74322 -5.79351 5.70558
37 H 4.63853 3.26104 -4.47450
38 H -2.86673 -7.17335 6.04522
39 H 3.51229 -1.01606 -1.99216
40 H -2.00570 -2.30696 -3.46730
41 H 2.72203 -2.29771 -2.45510
42 H 4.76867 4.81148 -2.20993
43 H 3.76694 -2.40627 -0.92865
44 H 6.81103 5.55697 -2.58893
45 H -2.82312 -6.53833 8.06238
46 H -4.09529 3.81041 3.90756


Record 4
The following is a quantum chemistry calculation of the molecule C14H18O5 in a non-equilibrium geometry, from the Open Molecules 2025 dataset.

The SMILES is Cc1ccc2c(c1O)OC[C@]1(O)[C@H](O)[C@H](O)C[C@]21C. Its orbital gap is 8.6 eV. The energy above the lowest of the compared OMol25 structures with the same formula, charge and spin comes out at 194.9 kJ/mol. The maximum force comes out at 3.7 eV Å⁻¹. The LUMO energy comes out at 0.547 eV. The value obtained for the total energy is -920.42280 a.u.

Positions of all 37 atoms, in Å:
1 O 1.43077 0.12880 1.47067
2 O 3.32117 -0.19054 -2.33327
3 O 1.97491 -1.85590 -0.11454
4 O 0.01025 1.44795 3.60278
5 O 1.51356 1.52097 -2.70499
6 C -0.07097 -0.76476 -0.88625
7 C 1.99456 -0.70584 -2.19242
8 C -2.08331 -0.06764 0.45412
9 C 0.05458 0.26563 1.44590
10 C 2.00595 0.31439 0.16037
11 C -2.03767 1.02374 2.58048
12 C -0.60776 -2.15349 -1.26009
13 C 1.02204 0.24336 -2.89249
14 C 1.44575 -0.71999 -0.79600
15 C -2.82155 1.66198 3.75026
16 C -0.28937 0.16531 -2.10064
17 C -0.68831 -0.23819 0.39668
18 C -0.61415 0.96042 2.54131
19 C -2.77840 0.44681 1.54515
20 H -2.26851 2.54493 4.23545
21 H -0.61220 1.17081 -1.80298
22 H -3.77007 1.91021 3.32063
23 H -2.72765 -0.62936 -0.25699
24 H -0.73154 -2.81237 -0.35975
25 H 4.02882 -0.91042 -2.29360
26 H 0.96018 1.51689 3.28566
27 H 2.05594 -1.65939 -2.67536
28 H -0.05377 -2.72894 -1.93259
29 H 1.05654 0.11914 -3.94784
30 H 1.48596 -2.10548 0.72038
31 H -1.67713 -2.05440 -1.50631
32 H -3.87757 0.38978 1.56715
33 H -2.99779 0.98439 4.56850
34 H 2.48877 1.57540 -2.94737
35 H 3.07587 0.17870 0.34263
36 H 1.84029 1.25487 -0.22068
37 H -1.05817 -0.22774 -2.76395